No. 1
A structure of composition C25H35CeO2 in a non-equilibrium geometry, computed with wB97M-V/def2-TZVPD.

Calculated values
Multiplicity: 2
E_HOMO (spin up / spin down), eV: -5.70 / -5.70
F_max, hartree/bohr: 0.0699
Orbital gap (spin up / spin down), eV: 5.6 / 5.6
ΔE to the lowest compared entry with this formula, charge and spin, eV: 0.728

Last column: Löwdin charge in e.
Positions of all 63 atoms, in Å:
Ce -0.79727 -0.13069 0.21603  1.29
C 2.67858 -2.77919 0.45270  -0.01
C 1.69139 -2.17396 -0.56821  -0.14
C 0.42908 -2.83728 -0.72997  -0.22
C 0.24215 -3.97744 0.26996  -0.03
C -0.50190 -2.51654 -1.69561  -0.23
C -1.88169 -3.17281 -1.71289  -0.01
C -0.11212 -1.43404 -2.56049  -0.17
C -1.20902 -0.77599 -3.42871  -0.02
C 1.04300 -0.68549 -2.39496  -0.22
C 1.34735 0.49083 -3.24758  -0.02
C 1.90151 -0.97332 -1.31160  -0.20
C 3.07150 -0.11251 -0.97442  -0.02
H 2.26050 -2.69253 1.42468  0.06
H 3.66023 -2.25820 0.44198  0.08
H 2.81307 -3.81054 0.18775  0.08
H 0.88217 -4.86423 -0.05434  0.12
H -0.76977 -4.31011 0.32141  0.06
H 0.59182 -3.74106 1.25148  0.04
H -1.76976 -4.17625 -1.21167  0.09
H -2.11673 -3.26975 -2.74937  0.07
H -2.69612 -2.58760 -1.24210  0.10
H -1.67768 0.07878 -2.92894  0.08
H -1.95118 -1.46808 -3.72031  0.05
H -0.90008 -0.39734 -4.39376  0.08
H 1.01068 0.42706 -4.28978  0.09
H 2.43775 0.55133 -3.33673  0.08
H 1.07550 1.48636 -2.87166  0.10
H 3.19518 0.60169 -1.72904  0.04
H 3.98611 -0.71128 -0.82499  0.09
H 2.77618 0.51509 -0.08035  0.11
C 1.95287 3.77513 -0.00083  0.02
C 0.68690 3.03063 -0.34744  -0.31
O 0.79113 1.78765 -0.06656  -0.14
C -0.46675 3.65579 -0.97639  -0.07
C -0.53651 5.03280 -1.28637  -0.05
C -1.66845 5.73505 -1.55066  -0.11
C -2.82635 5.02064 -1.72833  -0.08
C -2.86548 3.65212 -1.58820  -0.01
C -1.67948 2.96588 -1.37680  -0.34
O -1.78155 1.65680 -1.36855  -0.23
H 2.32545 3.31712 0.87951  0.08
H 1.91684 4.87191 0.06992  0.09
H 2.61811 3.37550 -0.75693  0.09
H 0.27682 5.63860 -0.95683  0.09
H -1.59794 6.81932 -1.65204  0.11
H -3.66615 5.68090 -1.87640  0.11
H -3.74222 3.03385 -1.66060  0.12
C -1.06361 -2.54383 3.49954  -0.09
C -0.67346 -1.08417 3.71159  -0.71
C 0.61995 -0.98118 4.44912  -0.09
C -1.74726 -0.35749 4.61293  -0.06
C -0.56649 -0.54463 2.33040  -0.40
H -1.38644 -3.12422 4.40005  0.09
H -0.28545 -3.08543 3.01536  0.04
H -1.92596 -2.63182 2.84193  0.07
H 0.62726 -1.65356 5.31881  0.09
H 0.77549 0.03878 4.74691  0.08
H 1.46042 -1.26911 3.87658  0.06
H -1.64925 -0.77560 5.62902  0.07
H -2.75098 -0.56751 4.31178  0.06
H -1.54290 0.72608 4.69211  0.08
H -0.33899 0.50905 2.29886  -0.06


No. 2
The molecule C25H35FN2O, computed with wB97M-V/def2-TZVPD.

Calculated values
Multiplicity: 1
E_HOMO, eV: -7.45
F_max, hartree/bohr: 0.0114
Orbital gap, eV: 8.2

Last column: Löwdin charge in e.
Positions of all 64 atoms, in Å:
C 0.04525 2.39341 3.76697  -0.08
H 0.31002 3.16742 4.48165  0.07
H -0.45451 1.59133 4.30576  0.08
H 0.95602 1.98618 3.33682  0.06
C -0.88473 2.92637 2.68436  -0.17
H -1.77720 3.34711 3.15501  0.13
H -1.19982 2.08921 2.06185  0.09
C -0.29062 4.03423 1.78937  -0.50
C 0.27030 5.17069 2.65271  -0.01
H -0.45606 5.45525 3.40843  0.09
H 1.19693 4.87244 3.13273  0.08
H 0.45895 6.03552 2.02223  0.09
C 0.82225 3.53920 0.84596  -0.06
H 1.57448 3.01875 1.43483  0.11
H 1.29468 4.43294 0.42978  0.13
C 0.35688 2.67014 -0.34735  -0.37
C -0.01278 1.26414 0.09955  -0.19
C -1.21930 0.65133 -0.22398  -0.04
C -1.53805 -0.61156 0.24102  0.00
C -0.63227 -1.28384 1.03507  -0.28
C 0.59407 -0.73132 1.34171  0.00
C 0.89135 0.53178 0.86668  -0.04
H 1.85893 0.94551 1.10859  0.12
H 1.29878 -1.28374 1.94292  0.12
F -0.95218 -2.50578 1.52073  0.05
H -2.48002 -1.07416 -0.00821  0.12
H -1.93823 1.14853 -0.85285  0.11
C -0.79276 3.44220 -1.01236  -0.10
H -1.25390 2.86136 -1.80845  0.11
C -1.86010 3.86178 -0.00092  -0.18
O -1.33286 4.65360 1.03430  -0.09
H -2.60607 4.49781 -0.48664  0.13
H -2.37291 2.98229 0.40934  0.11
H -0.37523 4.35038 -1.45429  0.13
C 1.55015 2.57653 -1.33039  -0.12
C 1.23855 1.92049 -2.68043  -0.21
N 0.72636 0.57317 -2.53802  -0.06
H 0.17595 0.32530 -3.35187  0.11
C 1.74599 -0.43612 -2.32168  -0.18
C 1.17083 -1.74226 -1.84130  -0.23
C -0.07867 -2.20028 -2.22736  -0.05
C -0.58689 -3.39430 -1.75187  -0.03
C 0.14304 -4.19353 -0.86800  -0.25
C 1.42054 -3.74411 -0.51236  -0.03
C 1.91092 -2.54547 -0.98108  -0.05
H 2.89831 -2.22604 -0.67614  0.12
H 2.04356 -4.34373 0.13365  0.10
N -0.32286 -5.41651 -0.41147  -0.20
C -1.55490 -5.94070 -0.94851  -0.09
H -2.44353 -5.40917 -0.58074  0.09
H -1.53379 -5.89538 -2.03629  0.09
H -1.63732 -6.98703 -0.65233  0.09
C -0.12760 -5.78238 0.97389  -0.07
H -1.00358 -5.51401 1.57793  0.09
H 0.73308 -5.27258 1.39221  0.07
H 0.03066 -6.86098 1.04724  0.09
H -1.57672 -3.68758 -2.06324  0.10
H -0.68907 -1.61010 -2.89420  0.11
H 2.43092 -0.06307 -1.55665  0.11
H 2.34872 -0.61557 -3.23556  0.13
H 2.16120 1.95178 -3.29010  0.12
H 0.48698 2.51691 -3.20140  0.11
H 1.91518 3.58525 -1.53965  0.12
H 2.36058 2.03177 -0.84578  0.11


No. 3
A structure of composition C25H35N3O3 in a non-equilibrium geometry, computed with wB97M-V/def2-TZVPD.

Calculated values
Multiplicity: 1
E_HOMO, eV: -8.25
F_max, hartree/bohr: 0.3647
Orbital gap, eV: 8.6
ΔE to the lowest compared entry with this formula, charge and spin, eV: 22.856

Last column: Löwdin charge in e.
Positions of all 66 atoms, in Å:
C -5.10541 -2.44561 0.79412  -0.09
O -4.83667 -1.40123 -0.20668  -0.18
C -3.94229 -0.29414 0.07463  -0.14
C -3.29097 -0.40450 1.24144  -0.06
C -2.39672 0.44373 1.40113  -0.25
C -2.30083 1.56940 0.69006  -0.20
C -3.10035 1.53592 -0.34756  -0.02
C -3.96193 0.69179 -0.93216  -0.19
O -4.63622 0.87402 -2.09747  -0.07
C -5.66613 0.02424 -2.35764  -0.15
H -6.13996 0.70888 -3.25405  0.13
H -6.58632 0.21468 -1.68395  0.11
H -5.41575 -1.15568 -2.63762  0.16
H -2.88248 2.54598 -1.19931  0.21
C -1.21664 2.70347 0.74658  -0.19
N 0.04664 2.10941 0.81031  -0.14
C 1.21838 2.69476 1.40496  -0.30
C 2.42588 1.97568 1.32184  -0.17
N 2.91178 2.00597 -0.21939  -0.01
C 1.71316 1.26033 -0.74766  -0.18
C 0.39729 1.99104 -0.81119  0.00
H -0.48162 1.54249 -1.05376  0.07
H 0.54823 3.09633 -1.15008  0.16
H 1.94944 1.18345 -1.74472  0.11
H 1.56740 0.36996 -0.71162  0.01
C 4.24034 1.44379 -0.46546  -0.39
C 4.72788 2.00954 -1.65020  -0.05
H 4.66520 3.42321 -1.49934  0.20
H 5.68202 1.89990 -1.69040  0.02
H 4.20155 1.89766 -2.47679  0.03
C 4.18408 0.02574 -0.80300  -0.29
O 4.29405 -0.57027 -1.99069  -0.01
N 4.01422 -0.82369 0.36141  0.13
H 3.72834 -0.55050 1.19563  0.04
C 3.59514 -2.33978 0.21788  -0.27
C 2.16837 -2.16283 0.07010  -0.19
C 1.63014 -2.53348 -1.41473  0.08
C 0.23532 -2.47489 -1.19059  -0.24
C -0.64399 -2.23548 -0.37983  -0.19
C -0.23063 -1.99366 0.97490  0.03
C 1.33185 -2.23400 1.25261  0.03
H 1.49424 -1.93897 2.33223  0.11
H -0.88017 -1.99935 1.74053  0.03
H -1.74038 -2.36453 -0.53637  0.13
H -0.25853 -2.55684 -2.52820  0.19
H 2.43249 -2.74969 -2.08670  0.09
C 4.24520 -3.16867 1.44726  0.00
H 3.90265 -2.81786 2.38023  0.05
H 5.27483 -2.90450 1.32995  0.08
H 3.74236 -4.03707 1.36454  0.04
H 4.14181 -2.56832 -0.75238  0.14
H 4.81080 1.65521 0.37020  0.13
H 3.46330 2.59871 1.66777  0.18
H 2.33972 0.96962 1.82549  0.12
H 1.03996 2.91940 2.52275  0.13
H 1.40332 3.94735 1.11555  0.19
H -1.29923 3.02142 1.83399  0.13
H -1.45831 3.58103 0.25394  0.10
C -1.59981 0.66786 2.84504  -0.01
H -1.69628 -0.34856 3.67587  0.14
H -0.50293 0.54075 2.50527  0.06
H -1.81995 1.41667 3.54874  0.02
H -3.42279 -1.16326 1.91909  0.10
H -5.68198 -2.12252 1.78096  0.12
H -5.87439 -3.21551 0.29531  0.12
H -4.18558 -3.07710 0.89650  0.08


No. 4
A cluster of 8 separate species, C25H35NO21 in total in a non-equilibrium geometry, computed with wB97M-V/def2-TZVPD.

Calculated values
Multiplicity: 1
E_HOMO, eV: -9.04
F_max, hartree/bohr: 0.1982
Orbital gap, eV: 8.6
ΔE to the lowest compared entry with this formula, charge and spin, eV: 0.000

Last column: Löwdin charge in e.
Positions of all 82 atoms, in Å:
C 2.83178 1.61157 -1.10590  -0.15
C 3.16284 1.02198 -2.47677  -0.19
O 3.71120 2.09792 -3.13932  0.10
C 4.01655 3.06349 -2.24669  -0.53
O 4.44726 4.16550 -2.58685  0.12
O 3.54959 2.78855 -1.03336  0.12
H 3.12815 1.02595 -0.23566  0.08
H 1.80023 1.94757 -1.00058  0.09
H 2.21262 0.75410 -2.93875  0.07
H 3.85912 0.20289 -2.29682  0.10
C -2.97260 -0.02826 2.68313  -0.18
C -3.75971 0.91554 1.77421  -0.14
O -3.05986 2.09668 1.92171  0.06
C -2.26374 2.02557 3.04362  -0.50
O -1.65306 3.01182 3.47568  0.14
O -2.24286 0.81650 3.55467  0.14
H -2.24602 -0.51829 2.03502  0.02
H -3.71658 -0.50772 3.31932  0.16
H -4.78677 1.00457 2.12826  0.14
H -3.81647 0.53738 0.75349  0.13
C 2.66295 -4.12554 1.32538  -0.05
C 1.93954 -3.11464 2.24111  -0.03
O 0.66741 -2.97019 1.63102  -0.05
C 0.59911 -3.53500 0.46494  -0.49
O -0.36461 -3.45927 -0.36632  0.06
O 1.74304 -4.24843 0.23780  0.01
H 2.75060 -5.11663 1.77052  0.14
H 3.59484 -3.76633 0.88874  0.13
H 2.33376 -2.10206 2.32697  0.15
H 1.83238 -3.52188 3.24649  0.12
C -1.61343 -3.22042 2.09014  -0.05
C -1.89043 -1.98166 2.94317  -0.14
O -0.91153 -1.96720 3.99977  0.12
C -0.39197 -3.21775 4.06831  -0.57
O 0.39677 -3.67705 4.87487  0.13
O -0.86975 -3.94758 3.08430  0.08
H -1.01250 -2.94528 1.22338  0.07
H -2.52455 -3.73765 1.78941  0.15
H -2.93432 -2.02753 3.25345  0.14
H -1.69396 -1.03124 2.44698  0.01
C -1.05209 2.98507 -2.79295  -0.07
C 0.13955 2.49809 -1.89586  -0.17
O 1.21241 3.07357 -2.61204  0.05
C 0.83577 4.22285 -3.21216  -0.47
O 1.53573 5.06560 -3.77593  0.15
O -0.49841 4.13242 -3.37680  0.08
H -1.84602 3.32147 -2.12616  0.12
H -1.29602 2.18570 -3.49267  0.16
H 0.11424 1.40980 -1.84038  0.09
H 0.12521 2.85882 -0.86739  0.15
C 2.81742 -2.29675 -1.17154  -0.18
C 4.08120 -1.89188 -1.79993  -0.13
O 4.64797 -0.92632 -0.95231  0.07
C 3.70843 -0.64789 0.02836  -0.53
O 3.94301 0.01821 1.03298  0.13
O 2.58281 -1.34135 -0.18798  0.04
H 2.93611 -3.26804 -0.69132  0.10
H 1.97306 -2.48705 -1.83406  0.14
H 3.94317 -1.41181 -2.76873  0.13
H 4.68799 -2.79175 -1.90067  0.15
C -4.62454 2.59038 -0.62251  -0.14
C -4.69081 2.03772 -2.03717  -0.12
O -3.56520 1.21226 -1.94709  0.07
C -2.64894 1.78660 -1.07749  -0.41
O -1.42074 1.51808 -1.12017  -0.12
O -3.23525 2.89112 -0.49518  0.08
H -5.21408 2.06916 0.13173  0.13
H -5.14123 3.54517 -0.71997  0.14
H -4.65464 2.81656 -2.79888  0.14
H -5.66344 1.55410 -2.12777  0.14
C 0.28338 0.84222 0.95384  -0.02
C -0.48128 -0.42263 0.64406  -0.18
C -0.53026 -0.75761 -0.83418  -0.08
C 0.73934 -0.47372 -1.61137  -0.03
N 1.72109 -0.36128 -2.24979  0.12
H 1.32813 0.79927 0.64603  0.07
H 0.34942 1.20932 1.97804  0.11
H -0.17837 1.57077 0.28743  0.06
H -1.43778 -0.38837 1.16564  0.07
H 0.04901 -1.24103 1.13098  0.10
H -1.21990 -0.04025 -1.27902  0.08
H -0.87046 -1.78682 -0.94860  0.10